No. 1
18
Properties=species:S:1:pos:R:3 method="wB97M-V/def2-TZVPD" gap_ev=9.615 homo_energy_ha=-0.322 spin_multiplicity=1 lumo_energy_ev=0.85 smiles="C=C1[C@@H](C)OC(=O)N1C"
C 0.385 -0.348 0.225
C -1.783 0.412 -0.047
C 1.558 -1.023 0.273
C 0.301 1.276 0.496
C 1.098 2.057 -0.615
C -1.338 -1.981 -0.121
N -0.860 -0.635 -0.113
O -2.939 0.256 -0.296
O -1.119 1.506 0.351
H 1.917 -2.106 0.321
H 2.401 -0.475 0.796
H 0.723 1.567 1.528
H 1.110 3.175 -0.451
H 0.703 1.774 -1.623
H 2.157 1.739 -0.425
H -0.679 -2.563 0.637
H -2.375 -2.192 0.220
H -1.259 -2.438 -1.156


No. 2
55
Properties=species:S:1:pos:R:3 method="wB97M-V/def2-TZVPD" gap_ev="6.039 / 5.997" homo_energy_ha="-0.389 / -0.388" spin_multiplicity=1 lumo_energy_ev="-4.55 / -4.57" charge=+1
Ir 0.448 -0.188 -0.639
Br -5.695 -1.291 -4.754
C -4.059 -0.756 -3.973
C -3.522 0.502 -4.285
C -2.345 0.902 -3.707
C -1.649 0.084 -2.783
O -0.575 0.499 -2.232
C -2.218 -1.220 -2.473
C -1.654 -2.092 -1.533
N -0.514 -1.946 -0.841
C -0.184 -2.864 0.116
C -0.840 -4.087 0.368
C -0.420 -4.912 1.393
C 0.662 -4.585 2.190
C 1.361 -3.383 1.976
C 2.467 -2.969 2.743
C 3.047 -1.749 2.474
C 2.554 -0.945 1.454
N 1.499 -1.307 0.718
C 0.917 -2.507 0.949
C -3.419 -1.604 -3.098
H -4.033 1.147 -4.980
H -1.918 1.861 -3.951
H -2.252 -2.965 -1.311
H -1.679 -4.406 -0.227
H -0.969 -5.822 1.580
H 0.964 -5.246 2.986
H 2.842 -3.605 3.529
H 3.896 -1.415 3.046
H 3.031 -0.003 1.227
H -3.840 -2.577 -2.887
Cl 5.007 6.948 0.444
C 4.215 5.474 0.069
C 3.049 5.130 0.746
C 2.424 3.939 0.458
C 2.959 3.078 -0.507
C 4.121 3.432 -1.189
C 4.745 4.629 -0.901
C 2.252 1.801 -0.744
O 2.627 0.893 -1.501
O 1.179 1.623 -0.067
H 2.653 5.797 1.494
H 1.521 3.653 0.978
H 4.531 2.765 -1.932
H 5.648 4.916 -1.413
C -3.196 1.830 1.702
S -2.640 0.183 1.120
C -2.947 -0.706 2.696
O -1.149 0.273 1.094
H -4.253 1.770 1.935
H -3.035 2.543 0.900
H -2.620 2.119 2.575
H -4.010 -0.708 2.902
H -2.395 -0.213 3.490
H -2.587 -1.723 2.576


No. 3
11
Properties=species:S:1:pos:R:3 method="wB97M-V/def2-TZVPD" gap_ev=14.815 homo_energy_ha=-0.659 spin_multiplicity=1 lumo_energy_ev=-3.13 charge=+1
C 0.919 0.391 0.975
C 1.122 0.088 -0.443
C -1.358 -0.068 0.091
O 0.040 -0.438 0.262
H 1.461 0.005 2.029
H 0.485 1.334 1.214
H 1.098 0.781 -1.236
H 1.766 -0.732 -0.706
H -1.770 -0.540 -0.743
H -1.742 -0.572 0.992
H -1.569 1.022 0.259


No. 4
48
Properties=species:S:1:pos:R:3 method="wB97M-V/def2-TZVPD" gap_ev=10.658 homo_energy_ha=-0.379 spin_multiplicity=1 lumo_energy_ev=0.36 smiles=CC(C)O.CC(C)O.CC(C)O.O.O.O.O
O -2.449 -1.072 0.226
H -2.244 -1.881 -0.243
H -3.166 -1.311 0.814
O -0.336 3.497 -1.605
H -0.605 4.058 -2.333
H 0.412 3.006 -1.944
O 2.494 -2.117 1.018
H 2.985 -1.953 0.213
H 1.844 -1.415 1.050
O 0.359 -0.294 -0.397
H -0.392 -0.447 0.176
H 0.076 0.411 -0.980
C -0.964 -3.426 -3.523
C -1.533 -2.466 -2.541
C -2.801 -1.665 -3.013
O -1.932 -3.217 -1.411
H -0.634 -2.829 -4.373
H -1.589 -4.273 -3.807
H -0.080 -3.939 -3.142
H -0.787 -1.698 -2.338
H -2.770 -1.314 -4.045
H -3.053 -0.743 -2.489
H -3.704 -2.269 -2.933
H -1.103 -3.537 -1.046
C 3.076 1.866 -1.865
C 3.157 2.344 -0.464
C 4.480 2.068 0.272
O 2.961 3.775 -0.576
H 3.297 0.801 -1.934
H 3.907 2.229 -2.471
H 2.132 2.142 -2.336
H 2.383 1.799 0.075
H 5.332 2.413 -0.312
H 4.650 0.991 0.289
H 4.447 2.428 1.301
H 3.590 4.180 -1.177
C -3.141 0.363 3.741
C -1.756 0.098 4.384
C -0.641 0.413 3.435
O -1.634 0.838 5.588
H -3.979 -0.114 4.251
H -3.260 0.029 2.710
H -3.272 1.439 3.631
H -1.789 -0.951 4.677
H 0.330 0.202 3.884
H -0.591 1.427 3.038
H -0.713 -0.154 2.506
H -0.995 0.268 6.021


Copy entry 1 word for word.
18
Properties=species:S:1:pos:R:3 method="wB97M-V/def2-TZVPD" gap_ev=9.615 homo_energy_ha=-0.322 spin_multiplicity=1 lumo_energy_ev=0.85 smiles="C=C1[C@@H](C)OC(=O)N1C"
C 0.385 -0.348 0.225
C -1.783 0.412 -0.047
C 1.558 -1.023 0.273
C 0.301 1.276 0.496
C 1.098 2.057 -0.615
C -1.338 -1.981 -0.121
N -0.860 -0.635 -0.113
O -2.939 0.256 -0.296
O -1.119 1.506 0.351
H 1.917 -2.106 0.321
H 2.401 -0.475 0.796
H 0.723 1.567 1.528
H 1.110 3.175 -0.451
H 0.703 1.774 -1.623
H 2.157 1.739 -0.425
H -0.679 -2.563 0.637
H -2.375 -2.192 0.220
H -1.259 -2.438 -1.156


Copy entry 2 word for word.
55
Properties=species:S:1:pos:R:3 method="wB97M-V/def2-TZVPD" gap_ev="6.039 / 5.997" homo_energy_ha="-0.389 / -0.388" spin_multiplicity=1 lumo_energy_ev="-4.55 / -4.57" charge=+1
Ir 0.448 -0.188 -0.639
Br -5.695 -1.291 -4.754
C -4.059 -0.756 -3.973
C -3.522 0.502 -4.285
C -2.345 0.902 -3.707
C -1.649 0.084 -2.783
O -0.575 0.499 -2.232
C -2.218 -1.220 -2.473
C -1.654 -2.092 -1.533
N -0.514 -1.946 -0.841
C -0.184 -2.864 0.116
C -0.840 -4.087 0.368
C -0.420 -4.912 1.393
C 0.662 -4.585 2.190
C 1.361 -3.383 1.976
C 2.467 -2.969 2.743
C 3.047 -1.749 2.474
C 2.554 -0.945 1.454
N 1.499 -1.307 0.718
C 0.917 -2.507 0.949
C -3.419 -1.604 -3.098
H -4.033 1.147 -4.980
H -1.918 1.861 -3.951
H -2.252 -2.965 -1.311
H -1.679 -4.406 -0.227
H -0.969 -5.822 1.580
H 0.964 -5.246 2.986
H 2.842 -3.605 3.529
H 3.896 -1.415 3.046
H 3.031 -0.003 1.227
H -3.840 -2.577 -2.887
Cl 5.007 6.948 0.444
C 4.215 5.474 0.069
C 3.049 5.130 0.746
C 2.424 3.939 0.458
C 2.959 3.078 -0.507
C 4.121 3.432 -1.189
C 4.745 4.629 -0.901
C 2.252 1.801 -0.744
O 2.627 0.893 -1.501
O 1.179 1.623 -0.067
H 2.653 5.797 1.494
H 1.521 3.653 0.978
H 4.531 2.765 -1.932
H 5.648 4.916 -1.413
C -3.196 1.830 1.702
S -2.640 0.183 1.120
C -2.947 -0.706 2.696
O -1.149 0.273 1.094
H -4.253 1.770 1.935
H -3.035 2.543 0.900
H -2.620 2.119 2.575
H -4.010 -0.708 2.902
H -2.395 -0.213 3.490
H -2.587 -1.723 2.576